68
Properties=species:S:1:pos:R:3:forces:R:3:nbo_charge:R:1 method="wB97M-V/def2-TZVPD" homo_ev="-13.88 / -13.88" multiplicity=4 total_charge=+2 orbital_gap_ev="7.56 / 7.19" lumo_energy_ev="-6.313 / -6.690"
Cr -1.09157 0.22564 0.03186 0.045 0.745 0.014 1.38
C 0.14172 1.81791 2.84658 0.007 -0.042 0.018 -0.67
C -0.79185 0.68275 3.13403 -0.001 -0.038 -0.077 0.29
C -1.08572 0.36287 4.45890 0.017 0.041 0.033 -0.21
C -1.88788 -0.71472 4.75404 -0.018 -0.027 0.029 -0.10
C -2.38952 -1.48295 3.71144 -0.020 -0.037 0.093 -0.20
C -2.08314 -1.12387 2.42120 0.026 0.024 -0.195 0.17
N -1.30509 -0.04663 2.12702 -0.053 -0.027 -0.009 -0.49
C -2.58123 -1.88478 1.25038 0.062 0.148 0.044 0.21
C -3.51784 -2.89867 1.29383 -0.058 -0.068 0.029 -0.19
C -3.94325 -3.45974 0.09978 -0.012 -0.006 0.002 -0.09
C -3.44857 -2.99167 -1.10720 -0.062 -0.077 -0.030 -0.20
C -2.51600 -1.97300 -1.08948 0.104 0.117 -0.073 0.29
N -2.08192 -1.47686 0.07600 0.015 -0.205 0.030 -0.49
C -1.94949 -1.30408 -2.28535 0.023 0.038 0.199 0.15
C -2.22871 -1.72995 -3.56132 -0.015 -0.051 -0.085 -0.20
C -1.66393 -1.04863 -4.63107 -0.023 -0.031 -0.036 -0.10
C -0.82951 0.01440 -4.37530 0.026 0.025 -0.038 -0.21
C -0.57111 0.40847 -3.06389 -0.010 -0.047 0.087 0.29
C 0.38980 1.52837 -2.81281 -0.009 -0.030 -0.009 -0.67
N -1.14439 -0.23628 -2.03086 -0.023 -0.018 -0.023 -0.49
H 0.11917 2.53498 3.66446 -0.001 -0.003 -0.002 0.25
H -0.09592 2.33313 1.92179 -0.005 0.002 -0.015 0.25
H 1.16438 1.43720 2.77826 -0.009 -0.007 0.004 0.24
H -0.66862 0.97532 5.24625 -0.006 -0.005 -0.007 0.25
H -2.11996 -0.96565 5.78046 0.007 -0.002 -0.008 0.25
H -3.00515 -2.34665 3.91319 0.006 0.014 0.004 0.24
H -3.93389 -3.23258 2.23218 -0.008 -0.001 -0.017 0.25
H -4.68603 -4.24619 0.10874 0.015 0.001 0.000 0.26
H -3.80684 -3.40266 -2.03866 -0.013 0.003 0.017 0.25
H -2.87313 -2.57917 -3.73140 0.010 0.013 -0.006 0.24
H -1.87252 -1.35474 -5.64756 0.007 -0.003 0.011 0.25
H -0.35974 0.55689 -5.18376 -0.011 0.001 0.006 0.25
H 0.47623 2.15303 -3.69883 0.001 -0.006 -0.002 0.25
H 1.38068 1.11610 -2.60739 -0.005 -0.002 -0.004 0.24
H 0.08771 2.15234 -1.97725 -0.007 0.007 0.012 0.25
O -4.96613 0.38058 -0.05340 0.008 -0.021 0.001 -0.53
C -4.22221 1.31844 -0.08501 0.051 0.099 -0.006 0.71
C -4.55734 2.80877 -0.13815 0.068 0.000 0.007 -0.51
C -3.19827 3.53579 -0.11975 -0.017 0.000 -0.004 -0.51
C -2.23556 2.38961 -0.09035 0.053 -0.011 -0.023 0.71
O -0.96342 2.35993 -0.06588 -0.057 -0.281 0.020 -0.68
N -2.82127 1.20785 -0.07790 -0.165 -0.159 0.000 -0.67
H -5.19090 3.05909 0.71091 -0.004 0.004 0.003 0.27
H -5.13479 3.00635 -1.03990 -0.005 0.001 -0.005 0.27
H -3.04991 4.16806 0.75627 0.004 -0.004 0.007 0.27
H -3.01518 4.15989 -0.99461 -0.002 -0.009 -0.011 0.27
S 5.17309 -1.11300 1.58081 -0.091 -0.108 -0.112 0.35
C 3.53927 -0.76168 1.01208 0.116 -0.045 0.033 -0.09
C 3.15733 0.47910 0.50492 0.010 0.043 -0.134 -0.25
C 1.84428 0.69045 0.15177 0.004 -0.038 0.029 0.07
N 0.90036 -0.26218 0.25583 0.026 -0.079 0.075 -0.54
C 1.26817 -1.46532 0.73125 0.037 0.033 -0.089 0.05
C 2.55672 -1.74826 1.12075 -0.009 -0.020 0.094 -0.19
C 6.12823 -0.47290 0.21177 -0.035 0.131 0.079 -0.16
C 6.52884 0.85375 0.16766 0.050 -0.013 0.048 -0.27
C 7.26592 1.27356 -0.93177 0.081 -0.002 -0.109 0.05
N 7.61662 0.47075 -1.93449 -0.113 -0.082 0.165 -0.37
C 7.25013 -0.80727 -1.85619 0.050 0.094 -0.066 0.05
C 6.50602 -1.33228 -0.80715 -0.043 0.017 -0.011 -0.25
H 3.87122 1.28314 0.39650 0.006 -0.007 0.006 0.26
H 1.51552 1.66100 -0.19636 -0.001 -0.006 -0.001 0.23
H 0.49944 -2.22715 0.77432 -0.019 0.025 0.058 0.21
H 2.80462 -2.73247 1.49447 -0.004 0.005 -0.027 0.25
H 6.30460 1.53877 0.97506 -0.009 -0.009 -0.014 0.23
H 7.59788 2.30307 -1.00328 -0.006 -0.008 -0.003 0.21
H 7.56475 -1.44647 -2.67297 0.001 0.001 0.007 0.21
H 6.23478 -2.37891 -0.78550 0.011 0.004 -0.016 0.24

=====

71
Properties=species:S:1:pos:R:3:forces:R:3:lowdin_spin:R:1 method="wB97M-V/def2-TZVPD" homo_ev="-7.75 / -8.89" multiplicity=6 relative_energy_kcal_mol=7.5 orbital_gap_ev="7.33 / 6.44" lumo_energy_ev="-0.419 / -2.445"
Fe 2.08678 0.25899 -0.31971 0.094 0.021 -0.169 3.67
S 1.24947 7.34345 -1.85146 0.002 -0.065 0.005 0.13
C 1.46597 5.75637 -1.56035 -0.002 0.051 0.011 0.00
S 1.45859 4.53063 -2.78526 0.005 -0.005 0.064 -0.01
C 1.72159 3.14137 -1.75890 -0.065 0.001 -0.178 0.14
C 1.84892 3.43017 -0.39004 0.000 -0.011 0.273 0.20
S 2.05398 2.33019 0.88948 -0.003 0.080 -0.071 0.23
S 1.72731 5.10909 0.03459 -0.017 -0.026 -0.100 0.03
S 1.76188 1.62227 -2.46054 0.010 -0.078 0.163 0.32
C 0.32202 3.41625 4.49130 0.022 0.012 -0.031 0.00
C 0.64901 2.01547 4.06475 0.014 -0.073 0.000 0.00
C 1.94016 1.51053 4.22608 -0.053 0.016 0.024 0.00
C 2.27412 0.24963 3.76672 0.039 0.042 0.071 0.00
C 1.30344 -0.50948 3.12738 0.057 -0.078 -0.055 0.00
C 0.00656 -0.04631 2.97748 -0.079 -0.028 0.040 0.00
C -0.31382 1.21308 3.45623 0.009 0.052 0.011 0.00
S 1.72816 -2.09302 2.50395 -0.047 0.049 0.013 0.00
O 2.59333 -2.75435 3.43475 -0.003 -0.006 -0.014 0.00
O 0.54694 -2.74636 2.01357 0.021 0.015 0.017 0.00
N 2.61373 -1.67933 1.12871 -0.026 0.027 -0.062 0.03
C 2.92411 -2.87738 0.29041 -0.047 -0.066 -0.086 0.00
C 3.24896 -2.48034 -1.14645 0.022 0.015 0.032 0.01
C 4.32438 -1.39710 -1.14590 -0.214 -0.007 0.044 0.01
O 5.48728 -1.65838 -1.34242 0.110 0.024 -0.040 0.02
O 3.85359 -0.21577 -0.83307 0.234 -0.041 -0.021 0.11
H 0.93840 3.73381 5.33161 -0.006 -0.011 -0.005 0.00
H -0.72659 3.51790 4.76836 0.002 -0.006 -0.010 0.00
H 0.51833 4.09890 3.65942 -0.016 0.010 0.028 0.00
H 2.69245 2.11589 4.71718 -0.012 -0.002 -0.020 0.00
H 3.27015 -0.14829 3.91913 -0.015 0.007 -0.014 0.00
H -0.74305 -0.68042 2.52206 0.004 0.013 -0.006 0.00
H -1.32943 1.57759 3.34974 0.023 0.010 -0.002 0.00
H 3.48895 -1.25706 1.43871 -0.016 0.034 0.023 0.00
H 2.04578 -3.52058 0.31028 0.004 0.001 0.006 0.00
H 3.75925 -3.42502 0.72849 0.005 0.007 0.019 0.00
H 2.34554 -2.11421 -1.64630 -0.016 0.011 -0.015 0.00
H 3.60647 -3.35532 -1.68595 0.000 -0.027 0.024 0.00
C -4.22464 -2.28745 2.08120 0.000 0.026 -0.022 0.00
C -3.27895 -3.17008 1.57989 0.003 -0.012 -0.009 0.00
C -2.25569 -2.71126 0.76148 0.013 -0.028 0.055 0.00
C -2.17747 -1.36467 0.42539 -0.090 0.084 -0.032 0.01
C -3.13541 -0.48200 0.92584 -0.004 -0.037 0.011 0.00
C -4.15153 -0.94032 1.75349 0.016 -0.051 -0.005 0.00
Sb -0.59570 -0.53057 -0.73342 0.084 0.015 0.037 0.03
C -0.50960 -1.74643 -2.47386 -0.045 -0.017 0.010 0.01
C -0.36420 -3.12808 -2.36429 -0.016 0.000 0.046 0.00
C -0.17662 -3.90658 -3.49701 0.002 0.006 -0.042 0.00
C -0.11665 -3.30875 -4.74895 0.002 0.001 0.029 0.00
C -0.24455 -1.93208 -4.86436 -0.008 -0.016 -0.009 0.00
C -0.44026 -1.15275 -3.73174 0.019 0.051 0.007 0.00
C -1.68213 1.13927 -1.44507 -0.100 -0.035 -0.055 0.01
C -1.43456 2.39265 -0.89308 -0.005 -0.010 0.015 0.00
C -2.17479 3.49595 -1.29763 -0.007 -0.001 -0.010 0.00
C -3.16984 3.34786 -2.25393 0.004 -0.015 -0.003 0.00
C -3.43052 2.09653 -2.79898 0.015 0.031 0.016 0.00
C -2.69303 0.99346 -2.39214 0.022 0.020 -0.008 0.00
H -5.01622 -2.64900 2.72528 0.011 0.009 -0.008 0.00
H -3.32606 -4.22153 1.83361 -0.008 0.015 0.006 0.00
H -1.51201 -3.41618 0.41770 0.014 0.012 0.012 0.00
H -3.10018 0.57022 0.66849 0.002 -0.002 -0.004 0.00
H -4.88712 -0.24385 2.13574 0.001 -0.009 0.001 0.00
H -0.39240 -3.61102 -1.39332 0.012 0.011 -0.041 0.00
H -0.07133 -4.97973 -3.40152 0.001 0.003 0.001 0.00
H 0.03704 -3.91600 -5.63148 -0.002 0.007 0.001 0.00
H -0.18878 -1.45982 -5.83724 -0.002 -0.008 0.017 0.00
H -0.53237 -0.07653 -3.83361 0.019 -0.035 -0.011 0.00
H -0.66321 2.51043 -0.13968 0.001 0.010 0.004 0.00
H -1.97234 4.46904 -0.86663 -0.002 -0.002 -0.005 0.00
H -3.74549 4.20746 -2.57271 0.009 -0.006 -0.003 0.00
H -4.21022 1.97881 -3.54104 0.006 0.005 0.011 0.00
H -2.90581 0.02013 -2.82045 -0.008 0.016 0.018 0.00

=====

60
Properties=species:S:1:pos:R:3:forces:R:3:nbo_charge:R:1 method="wB97M-V/def2-TZVPD" homo_ev=-10.05 relative_energy_kcal_mol=0.3 total_charge=+1 orbital_gap_ev=5.88 lumo_energy_ev=-4.168
C -2.96612 -4.47174 0.36287 -0.253 -0.334 0.143 -0.66
C -2.29731 -3.13378 0.43379 0.231 -0.503 -0.479 0.15
C -1.81456 -2.55292 -0.72798 -0.598 0.092 0.247 -0.29
C -1.32153 -1.26047 -0.65525 1.681 -0.113 0.324 0.18
N -0.76966 -0.78658 0.49450 -2.789 -1.350 -0.094 -0.30
C 0.07005 0.37657 0.43799 0.884 2.072 0.153 0.04
C 0.70098 0.47370 -0.92886 0.359 0.311 -0.108 -0.11
C 1.33525 -0.67335 -1.40849 0.078 -0.078 -0.952 -0.22
C 1.85654 -0.69667 -2.69310 -0.067 0.614 0.068 -0.18
C 1.83810 0.49243 -3.47219 -0.224 -0.184 0.145 0.19
N 2.39053 0.48617 -4.74490 0.389 -0.307 0.023 -0.46
C 1.92259 -0.42455 -5.77080 0.165 0.121 -0.045 -0.40
C 3.24838 1.57261 -5.17002 -0.383 0.123 0.040 -0.40
C 1.27790 1.66898 -2.93598 0.231 -0.393 -0.152 -0.26
C 0.70868 1.65843 -1.66878 -0.018 -0.406 0.117 -0.13
C -0.73781 1.61853 0.79471 0.161 0.244 0.137 0.08
C -1.94730 1.99824 0.23942 0.208 0.528 0.462 -0.25
C -2.54816 3.16007 0.75950 0.205 -0.423 0.183 -0.19
C -2.00336 3.80318 1.88357 0.130 0.040 -0.281 -0.20
C -0.79253 3.38268 2.44794 0.281 -0.067 -0.300 -0.18
C -0.11642 2.33130 1.83345 -0.511 -0.457 0.131 -0.07
C 1.09849 1.59026 2.25115 -0.566 -0.571 0.311 -0.06
C 1.88660 1.75684 3.38632 0.047 0.121 -0.429 -0.18
C 2.95109 0.87092 3.58243 0.053 -0.007 -0.188 -0.19
C 3.17561 -0.17996 2.68050 -0.281 -0.072 0.014 -0.20
C 2.24859 -0.47291 1.66353 0.099 0.442 0.292 -0.15
C 1.19698 0.41240 1.48269 0.187 0.287 0.116 -0.03
C -1.36086 -1.23276 1.69850 -0.147 -0.428 -0.345 0.18
C -1.29033 -0.48541 2.87990 0.203 0.512 0.894 -0.24
C -2.03471 -0.79147 4.00947 0.408 -0.222 -0.842 -0.13
C -2.82423 -1.94062 3.98549 -0.288 -0.669 -0.243 -0.20
C -2.87858 -2.74195 2.84967 0.033 0.208 0.460 -0.17
C -2.17703 -2.40631 1.65273 -0.105 0.548 0.739 -0.05
H -3.45366 -4.72791 1.29936 0.001 -0.045 -0.093 0.23
H -3.72641 -4.50808 -0.42534 0.189 0.169 0.093 0.25
H -2.26256 -5.28489 0.14744 0.104 0.297 -0.001 0.26
H -1.81064 -3.03949 -1.71143 -0.575 0.257 0.497 0.26
H -1.21499 -0.65719 -1.55584 0.393 -0.281 0.317 0.26
H 1.37941 -1.58167 -0.80866 -0.056 0.201 -0.158 0.21
H 2.32253 -1.60120 -3.08709 -0.087 0.323 0.064 0.22
H 1.34950 -1.24156 -5.31863 0.170 0.168 -0.178 0.21
H 1.28662 0.09720 -6.50574 -0.024 -0.124 0.170 0.19
H 2.77878 -0.82647 -6.32950 -0.193 -0.112 0.147 0.20
H 3.76597 1.97966 -4.28956 -0.089 -0.047 -0.378 0.21
H 3.98605 1.17903 -5.88349 -0.130 0.175 0.203 0.21
H 2.67600 2.37531 -5.66354 0.262 -0.001 0.010 0.18
H 1.24137 2.57020 -3.54976 0.102 -0.243 0.217 0.23
H 0.24903 2.56180 -1.26644 0.117 -0.283 -0.158 0.23
H -2.40263 1.41732 -0.56699 0.051 0.311 0.193 0.22
H -3.46041 3.52454 0.29845 0.055 0.022 0.214 0.23
H -2.51381 4.66707 2.30425 0.041 -0.213 -0.082 0.23
H -0.35096 3.83884 3.34098 -0.370 0.070 -0.412 0.23
H 1.64657 2.57292 4.07442 0.404 -0.267 -0.181 0.22
H 3.62109 1.01018 4.43315 -0.175 -0.062 -0.312 0.23
H 4.06813 -0.79772 2.77262 -0.297 0.070 0.158 0.23
H 2.36232 -1.34844 1.02503 0.114 0.226 0.285 0.21
H -0.68311 0.40003 2.96878 -0.062 -0.225 -0.289 0.26
H -1.98810 -0.14129 4.88917 -0.012 -0.301 -0.410 0.24
H -3.39162 -2.20380 4.87741 0.048 -0.088 -0.325 0.24
H -3.50032 -3.63625 2.89719 0.217 0.326 -0.134 0.23

=====

| no. | total energy (Ha) |
| --- | --- |
| 1 | -3118.877709 |
| 2 | -5446.331059 |
| 3 | -1306.779216 |